# 1
The following is a DFT calculation (wB97M-V/def2-TZVPD) of a molecular structure, C2H6N2 at a distorted geometry.

Geometry (Å):
N: -0.48 -0.72 0.72
N: 0.28 0.51 0.50
C: -1.47 0.03 -0.03
C: 1.35 0.27 -0.39
H: -2.26 0.59 0.48
H: -1.58 -0.31 -1.03
H: 0.92 -0.47 -1.19
H: 1.80 1.12 -0.93
H: -0.77 -0.90 1.71
H: 2.22 -0.12 0.17

Values from the calculation:
relative energy (zero: lowest compared OMol25 entry of this formula, charge and spin): 104.6 kcal per mole


# 2
The following is a DFT calculation (wB97M-V/def2-TZVPD) of a single C2H6N2 molecule at a distorted geometry.

Geometry (Å):
N: -1.17 -0.68 -0.07
N: -0.40 1.48 -0.02
C: -0.16 0.23 -0.14
C: 1.27 -0.15 -0.04
H: -1.35 1.75 -0.05
H: -0.87 -1.66 0.05
H: 1.95 0.64 -0.59
H: 1.60 -0.08 1.07
H: -2.18 -0.31 0.17
H: 1.30 -1.21 -0.37

Values from the calculation:
relative energy (zero: lowest compared OMol25 entry of this formula, charge and spin): 26.4 kcal per mole
SMILES: [H]/N=C(/C)N


Which of these has the lowest relative energy (zero: lowest compared OMol25 entry of this formula, charge and spin)?
number 2


Which of these has the highest relative energy (zero: lowest compared OMol25 entry of this formula, charge and spin)?
number 1


Number 2 is which compound?
C2H6N2


Which formula does entry 1 have?
C2H6N2